[1]
Entry from the OMol25 dataset: one molecule with the formula C2H3N3 at a distorted geometry (ωB97M-V/def2-TZVPD).

```
! RIJCOSX wB97M-V def2-TZVPD def2/J DEFGRID3
* xyz 0 1
C 0.06293 0.99963 -0.00417
C -1.77031 -0.60861 -0.03688
N -1.09234 0.35345 -0.00222
N 1.24492 0.42605 -0.00637
N 1.45477 -0.82433 -0.02255
H 0.02136 2.07549 -0.01147
H -2.38759 -1.44617 0.09365
H 2.46627 -0.97551 -0.00999
*
```

Results
highest occupied orbital energy (spin up / spin down) = -7.877 / -7.876 eV
energy relative to the best compared isomer or geometry (same formula, charge and spin) = 395.16 kJ/mol
maximum force = 2.84 eV Å⁻¹

=====

[2]
Entry from the OMol25 dataset: one molecule with the formula C2H3N3 at a distorted geometry (ωB97M-V/def2-TZVPD).

```
! RIJCOSX wB97M-V def2-TZVPD def2/J DEFGRID3
* xyz 0 1
C -0.34708 -1.10387 -0.09762
C -0.59306 0.26067 0.15655
N 0.58999 1.11685 0.17275
N 1.51665 -0.08068 -0.30466
N 1.02023 -1.11404 -0.43621
H -1.15772 -1.99961 -0.44691
H -1.41579 0.69276 0.53766
H 0.38678 2.22792 0.41843
*
```

Results
SMILES = c1c[nH]nn1
highest occupied orbital energy = -9.420 eV
energy relative to the best compared isomer or geometry (same formula, charge and spin) = 399.83 kJ/mol
maximum force = 10.12 eV Å⁻¹

=====

[3]
Entry from the OMol25 dataset: one molecule with the formula C2H3N3O at a distorted geometry (ωB97M-V/def2-TZVPD).

```
! RIJCOSX wB97M-V def2-TZVPD def2/J DEFGRID3
* xyz 0 1
H 2.45485 0.55399 0.03282
N 1.97460 -0.34205 -0.00603
C 0.72112 -0.15092 0.00664
N -0.14614 0.92332 -0.00407
N -1.43172 0.52406 -0.00520
C -1.36383 -0.73617 -0.00980
O -0.11397 -1.26238 -0.02439
H 0.11258 1.88386 -0.06555
H -2.20749 -1.39370 0.07559
*
```

Results
SMILES = [H]/N=c1\[nH]nco1
highest occupied orbital energy = -8.874 eV
energy relative to the best compared isomer or geometry (same formula, charge and spin) = 117.44 kJ/mol
maximum force = 1.60 eV Å⁻¹

=====

> Which value of energy relative to the best compared isomer or geometry (same formula, charge and spin) does entry 1 give?

395.16 kJ/mol

=====

> Among the records above, which one has the lowest energy relative to the best compared isomer or geometry (same formula, charge and spin)?

C2H3N3O

=====

> Number 1 is which compound?

C2H3N3